No. 1
The following is a quantum chemistry calculation of a structure of composition C13H26BiN6O6, from OMol25.

CARTESIAN COORDINATES (ANGSTROEM)
O -2.72 3.64 -2.78
H -2.46 4.26 -3.49
Bi -0.07 -0.21 -0.61
N -0.90 -2.14 -0.17
N -1.93 0.43 0.09
N 1.90 -0.95 -0.83
N 0.94 1.55 -0.90
O -0.29 -3.25 -0.44
O 2.32 -2.32 -0.79
O 0.30 2.82 -0.83
O -2.06 1.64 0.38
C -2.66 -0.65 0.52
C -2.13 -1.97 0.40
C 2.78 0.09 -0.95
C 2.28 1.38 -0.92
C -2.76 -3.20 0.83
H -2.12 -3.75 1.54
H -2.94 -3.87 -0.04
H -3.73 -3.06 1.32
C -3.92 -0.26 1.11
H -4.51 0.36 0.40
H -3.78 0.35 2.02
H -4.56 -1.10 1.39
C 4.19 -0.23 -1.07
C 3.10 2.58 -0.94
H 4.45 -1.23 -1.48
H 4.70 -0.14 -0.09
H 4.67 0.49 -1.74
H 2.66 3.49 -0.52
H 3.40 2.82 -1.98
H 4.02 2.39 -0.38
H 1.46 -2.83 -0.67
H -0.66 2.63 -0.98
C -2.23 2.37 -3.23
H -2.71 1.54 -2.67
H -1.12 2.34 -3.24
H -2.54 2.25 -4.26
O -0.22 -1.23 -2.78
H 0.70 -1.02 -2.41
H -0.72 -1.73 -2.06
C 1.16 -2.18 2.36
C 0.86 -0.75 2.53
N 0.43 0.08 1.60
C 0.27 1.34 2.19
C 0.61 1.22 3.47
N 0.98 -0.10 3.67
H 1.97 -2.31 1.63
H 1.49 -2.59 3.32
H 0.27 -2.72 2.04
H -0.07 2.22 1.67
H 0.62 1.98 4.24
H 1.30 -0.49 4.57

The HOMO-LUMO gap (alpha / beta) is 6.4 / 5.9 eV. Its multiplicity is 1. As for the LUMO energy (alpha / beta): -4.23 / -4.39 eV. As for the highest occupied orbital energy (alpha / beta): -10.629 / -10.284 eV. Its net charge is +1. As for the total energy: -1504.8760 Eh.

Atom charges from the Mulliken analysis, given in e for atoms 1 to 6: O -0.527; H 0.311; Bi 0.690; N 0.611; N 0.647; N -0.070

No. 2
The following is a quantum chemistry calculation of the molecule C2H3ClN2, from OMol25.

CARTESIAN COORDINATES (ANGSTROEM)
C -0.91 0.26 -0.08
N 0.45 0.20 0.49
Cl 1.46 1.54 0.02
C 1.00 -0.96 0.28
N 1.57 -1.93 0.05
H -1.29 -0.72 -0.40
H -1.52 0.84 0.61
H -0.75 0.78 -0.97

The HOMO-LUMO gap is 9.9 eV. For the relative energy (zero: lowest compared OMol25 entry of this formula, charge and spin), the calculation gives 2.487 eV. Its multiplicity is 1. As for the LUMO energy: -0.17 eV. As for the highest occupied orbital energy: -10.075 eV. Its net charge is 0. As for the total energy: -647.6304 Eh.

Atom charges from the Mulliken analysis, given in e for atoms 1 to 6: C -0.809; N -0.154; Cl -0.061; C 0.476; N -0.395; H 0.350

No. 3
The following is a quantum chemistry calculation of a structure of composition C6H9MgO5Sn, from OMol25.

CARTESIAN COORDINATES (ANGSTROEM)
O -0.68 0.95 -2.43
C -0.98 1.90 -1.46
C 0.28 2.38 -0.77
O 1.24 1.36 -0.62
Mg 0.56 -0.27 -1.59
H -1.54 2.77 -1.86
H 0.76 3.16 -1.39
O 0.79 0.17 2.12
C -0.50 0.32 1.90
C -1.24 -0.41 0.97
O -0.56 -1.16 0.00
C 0.08 -2.39 0.41
C 1.33 -2.49 -0.40
O 2.02 -1.34 -0.55
Sn 2.02 0.23 0.67
H -1.10 0.71 2.74
H -2.25 -0.76 1.18
H -0.59 -3.24 0.24
H 0.28 -2.30 1.49
H 1.84 -3.45 -0.54
H -1.66 1.35 -0.51
H -0.13 2.52 0.40

The HOMO-LUMO gap (alpha / beta) is 7.4 / 7.4 eV. For the relative energy (zero: lowest compared OMol25 entry of this formula, charge and spin), the calculation gives 1.100 eV. Its multiplicity is 2. As for the LUMO energy (alpha / beta): -0.12 / -0.59 eV. As for the highest occupied orbital energy (alpha / beta): -7.547 / -7.943 eV. Its net charge is 0. As for the expectation value of S²: 0.754. As for the total energy: -1024.5173 Eh.

Atom charges from the Mulliken analysis, given in e for atoms 1 to 6: O -0.709; C -0.224; C -0.192; O -0.619; Mg 1.042; H 0.386

No. 4
The following is a quantum chemistry calculation of a structure of composition C36H57Cl3CrF6Ge2NO5SSbSi3, from OMol25.

CARTESIAN COORDINATES (ANGSTROEM)
Cr -0.26 0.01 -0.91
C -5.25 -0.31 -3.18
C -3.98 0.31 -2.59
Ge -2.85 -1.13 -1.90
C -2.40 -2.36 -3.39
C -3.26 -3.61 -3.37
C -3.94 -2.21 -0.73
C -3.75 -2.17 0.58
Ge -2.40 -0.77 0.97
C -0.92 -1.23 2.22
C -1.24 -2.30 3.25
C -3.44 0.81 1.54
C -4.40 0.52 2.69
C -4.56 -2.98 1.53
C -5.48 -3.94 1.07
C -6.23 -4.69 1.95
C -6.11 -4.52 3.32
C -5.20 -3.59 3.79
C -4.45 -2.84 2.91
H -5.90 0.47 -3.58
H -5.82 -0.87 -2.44
H -5.02 -0.99 -4.01
H -4.22 1.00 -1.79
H -3.45 0.89 -3.34
H -1.35 -2.63 -3.39
H -2.59 -1.79 -4.31
H -3.05 -4.23 -2.49
H -3.06 -4.22 -4.25
H -4.33 -3.39 -3.36
H -4.71 -2.84 -1.17
H -0.64 -0.30 2.71
H -0.06 -1.54 1.63
H -1.96 -1.95 3.99
H -0.34 -2.58 3.79
H -1.64 -3.21 2.79
H -4.00 1.17 0.67
H -2.77 1.61 1.83
H -5.18 -0.20 2.42
H -4.90 1.44 3.00
H -3.88 0.13 3.57
H -5.60 -4.11 0.01
H -6.93 -5.42 1.56
H -6.70 -5.12 4.01
H -5.08 -3.43 4.86
H -3.76 -2.11 3.31
F 1.34 -2.57 -0.20
C 0.16 -2.19 -0.80
F -0.78 -3.00 -0.20
F 0.27 -2.70 -2.06
F -1.52 2.49 0.30
C -0.41 1.74 0.45
F -0.25 1.63 1.81
F 0.61 2.54 0.04
O -3.48 4.62 -3.95
S -2.86 4.49 -2.66
O -3.53 5.09 -1.53
N -2.52 2.92 -2.35
C -1.24 2.71 -2.30
O -0.69 1.58 -2.11
C -0.38 3.93 -2.50
C 1.00 4.05 -2.47
C 1.54 5.31 -2.69
C 0.73 6.42 -2.93
C -0.65 6.29 -2.95
C -1.18 5.04 -2.73
H 1.63 3.19 -2.30
H 2.62 5.43 -2.68
H 1.19 7.38 -3.09
H -1.29 7.15 -3.13
Cl -0.43 -0.35 -4.67
C 1.15 0.43 -4.63
Cl 1.02 2.01 -5.40
Cl 2.31 -0.58 -5.52
C 1.72 0.57 -3.18
O 2.68 1.31 -3.08
O 1.20 -0.12 -2.27
C 4.32 -3.16 0.68
Si 3.61 -1.90 1.89
C 4.96 -1.53 3.16
C 2.26 -2.76 2.88
Sb 2.68 0.14 0.61
Si 4.83 0.47 -0.78
C 5.00 2.29 -1.26
C 6.37 0.07 0.25
C 4.91 -0.74 -2.21
Si 3.18 1.83 2.50
C 2.56 3.58 2.17
C 5.01 2.06 2.88
C 2.32 1.20 4.06
H 4.51 -4.08 1.23
H 5.26 -2.84 0.23
H 3.62 -3.39 -0.13
H 5.27 -2.48 3.58
H 4.58 -0.91 3.98
H 5.84 -1.04 2.74
H 2.72 -3.61 3.40
H 1.45 -3.13 2.27
H 1.85 -2.10 3.64
H 6.05 2.59 -1.19
H 4.63 2.46 -2.27
H 4.43 2.93 -0.58
H 6.50 0.69 1.13
H 7.22 0.26 -0.42
H 6.42 -0.98 0.54
H 4.37 -0.39 -3.09
H 4.49 -1.71 -1.91
H 5.95 -0.90 -2.48
H 2.91 3.97 1.22
H 2.98 4.21 2.96
H 1.48 3.66 2.20
H 5.53 2.52 2.03
H 5.54 1.15 3.15
H 5.08 2.76 3.72
H 1.24 1.33 3.98
H 2.66 1.76 4.93
H 2.51 0.14 4.25

The HOMO-LUMO gap (alpha / beta) is 6.6 / 6.9 eV. For the relative energy (zero: lowest compared OMol25 entry of this formula, charge and spin), the calculation gives 0.401 eV. Its multiplicity is 4. As for the LUMO energy (alpha / beta): 0.99 / 1.12 eV. As for the highest occupied orbital energy (alpha / beta): -5.603 / -5.824 eV. Its net charge is -1. As for the expectation value of S²: 3.929. As for the total energy: -10522.0706 Eh.

Atom charges from the Mulliken analysis, given in e for atoms 1 to 6: Cr 0.140; C -1.357; C -0.424; Ge 0.587; C -0.750; C -1.669

No. 5
The following is a quantum chemistry calculation of a structure of composition C11H17F3N4O3PSSe2Te2V, from OMol25.

CARTESIAN COORDINATES (ANGSTROEM)
V 0.00 0.00 0.00
N -1.86 3.32 -1.61
C -1.41 2.48 -0.64
S -2.18 0.95 -0.66
N -0.46 2.79 0.18
N -0.14 1.74 1.02
C -0.57 1.94 2.22
C -0.58 0.73 2.98
C -0.68 0.66 4.36
C -0.69 -0.62 4.92
C -0.63 -1.73 4.08
C -0.54 -1.53 2.70
N -0.50 -0.31 2.14
H -2.31 2.74 -2.30
H -1.09 3.86 -1.97
H -0.97 2.89 2.61
H -0.74 1.55 4.97
H -0.76 -0.75 5.99
H -0.65 -2.74 4.48
H -0.50 -2.36 2.00
Se 1.18 -1.85 1.23
Te 3.71 -2.28 1.01
Te 4.07 0.33 1.82
Se 2.32 0.97 0.04
F -1.30 1.43 -2.18
C -0.01 1.31 -1.69
F 0.45 2.56 -1.31
F 0.81 0.80 -2.68
C -1.83 -3.68 1.39
O -2.37 -3.02 0.26
P -1.41 -1.94 -0.48
O -2.41 -1.53 -1.68
C -3.47 -0.64 -1.33
O -0.50 -2.99 -1.31
C 0.57 -2.43 -2.06
H -2.59 -4.35 1.79
H -1.57 -2.96 2.18
H -0.95 -4.28 1.12
H -4.04 -0.43 -2.24
H -3.07 0.31 -0.96
H -4.15 -1.08 -0.60
H 1.08 -3.25 -2.58
H 1.30 -1.95 -1.40
H 0.20 -1.73 -2.81
H 0.62 -0.84 -1.40

The HOMO-LUMO gap (alpha / beta) is 5.6 / 5.5 eV. Its multiplicity is 2. As for the LUMO energy (alpha / beta): 2.14 / 1.97 eV. As for the highest occupied orbital energy (alpha / beta): -3.462 / -3.525 eV. Its net charge is -1. As for the expectation value of S²: 0.803. As for the total energy: -8195.4872 Eh.

Atom charges from the Mulliken analysis, given in e for atoms 1 to 6: V -0.694; N -0.664; C 0.522; S -0.302; N -1.160; N 1.028

The calculation returns the following max |F| values, one per record and in order: 4.58, 1.98, 8.43, 1.15, 18.43 eV Å⁻¹.